Arrangement A

{
  "formula": "C4H5NOS",
  "method": "the ωB97M-V functional and the def2-TZVPD basis",
  "molar_mass_g_mol": 115.16,
  "e_homo_ev": -8.49,
  "charge": 0,
  "multiplicity": 1,
  "orbital_gap_ev": 9.42,
  "symbols": ["S", "O", "N", "C", "C", "C", "C", "H", "H", "H", "H", "H"],
  "positions_angstrom": [[-0.24783, 0.05135, 3.17094], [-1.15824, -0.24234, -0.65597], [0.67792, 0.15332, 0.53992], [-0.39885, -0.02766, 1.39921], [-1.48862, -0.31175, 0.66962], [0.85254, 0.06672, -1.92386], [0.18073, -0.02268, -0.60767], [1.86297, 0.42818, -1.72490], [-2.53404, -0.42144, 0.89059], [0.43933, 0.90186, -2.47142], [1.08552, 0.30973, 3.19776], [0.72858, -0.88528, -2.48423]],
  "lowdin_charge": [0.76, 0.06, 0.13, -0.67, -0.13, 0.01, -0.44, 0.09, 0.12, 0.08, -0.12, 0.10]
}

---

Arrangement B

{
  "formula": "C4H5NOS",
  "method": "the ωB97M-V functional and the def2-TZVPD basis",
  "molar_mass_g_mol": 115.16,
  "e_homo_ev": [-8.07, -8.54],
  "charge": 0,
  "multiplicity": 1,
  "orbital_gap_ev": [8.19, 8.56],
  "symbols": ["S", "O", "N", "C", "C", "C", "C", "H", "H", "H", "H", "H"],
  "positions_angstrom": [[0.97123, -1.11125, 1.03909], [-2.01701, -1.62257, -1.52752], [-0.33277, -1.83205, 0.14403], [-0.02684, 1.15673, -1.29074], [0.56990, 1.46769, -0.16298], [-1.04082, -1.32859, -0.83422], [0.51787, 0.64424, 1.14263], [-0.42527, 0.43890, 1.44381], [-0.46094, -2.75976, 0.59754], [-0.19354, 1.59961, -2.22772], [1.24900, 0.97097, 1.87690], [1.18918, 2.37609, -0.20083]],
  "lowdin_charge": [0.89, 0.03, -0.30, 0.11, -0.26, -0.33, -0.45, 0.01, 0.11, 0.02, 0.07, 0.09]
}

---

Q: Which of them is the most stable? A: arrangement A.

---

Arrangement A

{
  "formula": "C4H5NOS",
  "method": "the ωB97M-V functional and the def2-TZVPD basis",
  "molar_mass_g_mol": 115.16,
  "e_homo_ev": -8.41,
  "charge": 0,
  "multiplicity": 1,
  "orbital_gap_ev": 9.05,
  "symbols": ["S", "O", "N", "C", "C", "C", "C", "H", "H", "H", "H", "H"],
  "positions_angstrom": [[0.61671, -0.49989, -2.07409], [-0.16520, 2.34222, 0.35369], [0.26466, 1.07084, -1.54259], [-0.09476, -0.08106, 0.47173], [0.03989, 1.28355, -0.22970], [0.28689, -1.27301, -0.38364], [-0.48790, -0.24444, 1.71386], [-0.66526, -1.23671, 2.11865], [0.25516, 1.87630, -2.19137], [-0.80742, 0.58821, 2.31137], [-0.42679, -2.08967, -0.54360], [1.18401, -1.73635, -0.00432]],
  "lowdin_charge": [0.87, 0.05, -0.29, -0.28, -0.52, -0.35, 0.08, 0.08, 0.13, 0.07, 0.08, 0.07]
}

---

Arrangement B

{
  "formula": "C4H5NOS",
  "method": "the ωB97M-V functional and the def2-TZVPD basis",
  "molar_mass_g_mol": 115.16,
  "e_homo_ev": -8.64,
  "charge": 0,
  "multiplicity": 1,
  "orbital_gap_ev": 9.47,
  "symbols": ["S", "O", "N", "C", "C", "C", "C", "H", "H", "H", "H", "H"],
  "positions_angstrom": [[-0.19840, 0.53036, -2.95720], [0.50126, 1.26481, 0.86531], [0.26171, 1.17915, -1.43880], [-0.20441, -0.87690, -0.02770], [0.30631, 0.55417, -0.36845], [0.25844, 0.30848, 1.87695], [0.01716, -0.92495, 1.46874], [-0.48710, -1.81252, 2.05580], [-1.25357, -1.06971, -0.20514], [0.23515, -1.68340, -0.70412], [0.26224, 1.77949, -3.48246], [0.30123, 0.75104, 2.91706]],
  "lowdin_charge": [0.68, -0.01, -0.33, -0.13, -0.42, -0.13, -0.10, 0.15, 0.11, 0.13, -0.08, 0.14]
}

---

Arrangement C

{
  "formula": "C4H5NOS",
  "method": "the ωB97M-V functional and the def2-TZVPD basis",
  "molar_mass_g_mol": 115.16,
  "e_homo_ev": -7.45,
  "charge": 0,
  "multiplicity": 1,
  "orbital_gap_ev": 7.77,
  "symbols": ["S", "O", "N", "C", "C", "C", "C", "H", "H", "H", "H", "H"],
  "positions_angstrom": [[2.06689, -1.69060, -1.73744], [2.98747, -2.14644, -0.65030], [0.25564, -0.67504, 0.03494], [0.76222, -0.73444, -1.22694], [-0.45682, 0.42398, 0.69599], [-1.61949, 1.21313, 0.41715], [0.55314, -0.01254, 1.34993], [-2.16081, 0.56354, -0.38408], [1.31330, -0.09482, 2.06469], [0.00575, -0.41584, -1.88978], [-1.43275, 2.16928, -0.03555], [-2.27455, 1.39979, 1.36138]],
  "lowdin_charge": [0.83, -0.64, -0.06, -0.43, -0.26, -0.04, 0.12, 0.12, 0.10, 0.06, 0.07, 0.13]
}

---

Arrangement D

{
  "formula": "C4H5NOS",
  "method": "the ωB97M-V functional and the def2-TZVPD basis",
  "molar_mass_g_mol": 115.16,
  "e_homo_ev": -8.76,
  "charge": 0,
  "multiplicity": 1,
  "orbital_gap_ev": 7.65,
  "symbols": ["S", "O", "N", "C", "C", "C", "C", "H", "H", "H", "H", "H"],
  "positions_angstrom": [[-2.16189, -0.30829, 1.17260], [1.20416, 1.75701, -1.50924], [0.55561, -0.24703, -0.73893], [-0.88908, -1.56625, 1.49554], [-0.32423, 0.69666, -0.41625], [1.43801, 0.41017, -1.35729], [0.04676, 1.96098, -0.83115], [-0.49182, 2.88825, -0.75131], [-0.17362, -1.45886, 0.64082], [2.28051, -0.16326, -1.73979], [-0.17673, -1.37562, 2.41595], [-1.30768, -2.59376, 1.61906]],
  "lowdin_charge": [0.60, 0.04, 0.06, -0.58, -0.17, -0.19, -0.09, 0.12, -0.02, 0.15, 0.06, 0.03]
}

---

Q: Which of them is the most stable? A: arrangement A.

---

Arrangement A

{
  "formula": "C4H5NOS",
  "method": "the ωB97M-V functional and the def2-TZVPD basis",
  "molar_mass_g_mol": 115.16,
  "e_homo_ev": -9.17,
  "charge": 0,
  "multiplicity": 1,
  "orbital_gap_ev": 9.02,
  "symbols": ["S", "O", "N", "C", "C", "C", "C", "H", "H", "H", "H", "H"],
  "positions_angstrom": [[-0.23881, 0.77072, -1.37760], [1.22534, -1.14730, -2.32754], [-1.08902, 1.12652, -0.04823], [0.70338, -0.76447, -1.26979], [1.14137, -1.44813, 0.08909], [-1.94845, 2.11279, 0.03171], [1.06553, -1.09987, 1.39922], [-2.42555, 2.49726, -0.98257], [1.98434, -2.38904, -0.25943], [0.19778, -0.20702, 1.40182], [-2.17501, 2.22878, 1.09395], [1.55909, -1.68025, 2.24937]],
  "lowdin_charge": [0.96, -0.04, -0.48, -0.66, -0.18, -0.11, -0.02, 0.11, 0.17, 0.10, 0.07, 0.08]
}

---

Arrangement B

{
  "formula": "C4H5NOS",
  "method": "the ωB97M-V functional and the def2-TZVPD basis",
  "molar_mass_g_mol": 115.16,
  "e_homo_ev": -9.17,
  "charge": 0,
  "multiplicity": 1,
  "orbital_gap_ev": 9.81,
  "symbols": ["S", "O", "N", "C", "C", "C", "C", "H", "H", "H", "H", "H"],
  "positions_angstrom": [[1.94378, -0.69400, -0.34780], [-0.66370, -1.31877, 0.85639], [-0.97079, -1.41687, -0.56632], [-0.39311, 0.79140, -0.44479], [-0.87679, -0.22008, -1.22450], [0.90470, 0.57150, 0.30274], [-0.41444, 0.07806, 0.97537], [-0.98418, -0.15473, -2.22263], [1.75330, -1.59415, 0.81566], [1.39227, 1.42518, 0.87006], [-0.72340, 1.76562, -0.80329], [-0.96764, 0.76683, 1.78913]],
  "lowdin_charge": [0.75, -0.13, 0.09, -0.27, -0.14, -0.59, -0.23, 0.09, -0.02, 0.12, 0.14, 0.19]
}

---

Arrangement C

{
  "formula": "C4H5NOS",
  "method": "the ωB97M-V functional and the def2-TZVPD basis",
  "molar_mass_g_mol": 115.16,
  "e_homo_ev": -9.15,
  "charge": 0,
  "multiplicity": 1,
  "orbital_gap_ev": 7.66,
  "symbols": ["S", "O", "N", "C", "C", "C", "C", "H", "H", "H", "H", "H"],
  "positions_angstrom": [[1.12791, 2.10573, 0.68984], [-2.40100, -1.80457, 1.66133], [-1.79439, 0.16027, 0.48417], [0.77233, 0.11805, -1.71537], [1.06672, 0.45185, 0.65670], [-2.08081, -0.80563, 1.14901], [1.07110, -0.33893, -0.47214], [0.94452, 0.08442, 1.71621], [0.60500, 1.22301, -1.79295], [-0.98447, 0.73476, 0.60242], [1.09288, -1.39978, -0.42113], [0.58020, -0.52918, -2.55808]],
  "lowdin_charge": [0.68, 0.15, 0.19, 0.06, -0.69, -0.39, -0.29, 0.08, 0.06, -0.01, 0.09, 0.07]
}

---

Q: Which of them is the most stable? A: arrangement C.

---

Arrangement A

{
  "formula": "C5H17N2O2",
  "method": "the ωB97M-V functional and the def2-TZVPD basis",
  "molar_mass_g_mol": 137.20,
  "e_homo_ev": -11.00,
  "charge": 1,
  "multiplicity": 1,
  "orbital_gap_ev": 7.80,
  "symbols": ["O", "O", "N", "N", "C", "C", "C", "C", "C", "H", "H", "H", "H", "H", "H", "H", "H", "H", "H", "H", "H", "H", "H", "H", "H", "H"],
  "positions_angstrom": [[0.13424, -3.53815, 1.29517], [-2.05496, 1.50646, 2.11690], [-2.27817, -0.68288, 0.46207], [2.78100, 1.17563, -2.21202], [0.15882, -0.55706, -0.14728], [1.71917, 0.37390, -1.73361], [-1.27640, -0.18805, -0.54591], [1.00275, 1.89402, 0.11104], [1.04116, 0.59278, -0.60184], [-1.57790, -0.59919, -1.50780], [2.77369, 1.22654, -3.21927], [-2.02346, -1.51067, 1.01584], [0.01098, 2.26022, 0.37961], [0.54368, -1.50305, -0.52878], [1.72022, -0.54836, -2.30571], [-1.34483, 0.89521, -0.50050], [-2.25377, 1.55318, 3.06021], [-3.18518, -0.97139, 0.09228], [-2.42630, 0.00779, 1.23108], [1.00205, -3.93462, 1.29962], [-2.77568, 1.99340, 1.70280], [1.46900, 2.68170, -0.49323], [0.17170, -0.74588, 0.93494], [-0.53271, -4.19630, 1.43396], [2.77919, 2.09370, -1.79194], [1.53855, 2.02524, 1.06071]],
  "lowdin_charge": [-0.04, -0.03, 0.16, 0.07, -0.16, -0.15, -0.12, -0.06, -0.31, 0.14, 0.09, 0.16, 0.06, 0.11, 0.12, 0.11, 0.08, 0.17, 0.10, 0.05, 0.08, 0.07, 0.12, 0.03, 0.07, 0.09]
}

---

Arrangement B

{
  "formula": "C5H17N2O2",
  "method": "the ωB97M-V functional and the def2-TZVPD basis",
  "molar_mass_g_mol": 137.20,
  "e_homo_ev": -13.26,
  "charge": 1,
  "multiplicity": 1,
  "orbital_gap_ev": 10.60,
  "symbols": ["O", "O", "N", "N", "C", "C", "C", "C", "C", "H", "H", "H", "H", "H", "H", "H", "H", "H", "H", "H", "H", "H", "H", "H", "H", "H"],
  "positions_angstrom": [[1.86477, 0.18160, -0.59705], [-0.85351, 1.24605, -2.35345], [-0.01752, 2.06355, 0.05769], [-0.86534, -0.57096, 0.16349], [1.34082, -1.17225, -0.64527], [-0.50396, 1.57528, 1.37465], [0.11543, -2.74860, 0.85203], [-1.38103, 0.31544, 1.19896], [0.38585, -1.27814, 0.52772], [-0.76481, 2.20816, -0.62279], [1.02614, -3.27052, 1.15048], [2.18053, -1.86482, -0.56917], [2.55984, 0.25011, -1.22755], [0.63730, 1.35351, -0.34562], [-1.54873, -1.26973, -0.11091], [0.82192, -1.28020, -1.60320], [-1.11868, 2.34541, 1.84093], [0.32682, 1.38272, 2.04762], [0.45226, 2.95961, 0.13642], [0.82782, -0.80330, 1.40615], [-1.31460, 1.29767, -3.18655], [-1.46484, -0.16003, 2.18443], [-0.95087, 0.34530, -2.00695], [-2.38243, 0.62807, 0.91487], [-0.28172, -3.28447, -0.01121], [-0.58636, -2.83716, 1.68342]],
  "lowdin_charge": [-0.08, -0.05, 0.17, -0.04, -0.16, -0.12, -0.04, -0.18, -0.38, 0.13, 0.09, 0.13, 0.09, 0.09, 0.13, 0.13, 0.13, 0.13, 0.17, 0.15, 0.06, 0.13, 0.03, 0.12, 0.09, 0.09]
}

---

Q: Which of them is the most stable? A: arrangement B.